ORCA calculation (ωB97M-V with the def2-TZVPD basis set) on C53H67N9O2RbSb as an isolated structure in a non-equilibrium geometry.

Cartesian coordinates (Å):
Rb 0.038 0.762 -0.873
C -2.861 1.809 3.074
N -2.415 1.823 1.693
C -3.362 1.137 0.818
C -3.494 -0.368 1.095
C -3.172 -1.256 -0.118
N -1.752 -1.222 -0.374
C -0.961 -1.921 0.340
C -1.190 -2.977 1.313
C -1.952 -4.099 1.019
C -2.007 -5.182 1.876
C -1.293 -5.133 3.071
C -0.566 -4.024 3.413
C -0.475 -2.875 2.566
O 0.150 -1.836 2.900
C -2.233 3.188 1.210
C -1.252 4.031 2.022
C 0.183 3.498 1.998
N 0.843 3.921 0.801
C 1.523 3.064 0.150
C 2.284 3.345 -1.031
C 2.547 4.661 -1.412
C 3.387 4.959 -2.462
C 4.003 3.908 -3.143
C 3.728 2.605 -2.826
C 2.812 2.241 -1.791
O 2.492 1.036 -1.576
H -2.039 2.086 3.734
H -3.179 0.805 3.344
H -3.709 2.496 3.253
H -3.015 1.282 -0.207
H -4.360 1.612 0.904
H -4.512 -0.595 1.426
H -2.802 -0.663 1.885
H -3.683 -0.881 -1.010
H -3.539 -2.266 0.098
H 0.101 -1.680 0.215
H -2.467 -4.156 0.064
H -2.573 -6.066 1.609
H -1.316 -5.992 3.737
H -0.018 -3.998 4.349
H -3.211 3.716 1.216
H -1.880 3.139 0.176
H -1.601 4.116 3.053
H -1.239 5.037 1.592
H 0.184 2.398 2.112
H 0.735 3.925 2.847
H 1.606 2.028 0.513
H 2.079 5.445 -0.831
H 3.582 5.987 -2.749
H 4.716 4.126 -3.934
H 4.214 1.797 -3.360
C 2.955 -0.974 3.218
C 3.257 0.457 3.428
N 3.258 1.369 2.499
C 3.637 2.535 3.087
C 3.877 2.331 4.409
N 3.635 0.994 4.634
C 3.817 0.318 5.883
N 3.001 0.855 6.936
N 3.546 1.526 7.969
N 2.647 1.854 8.809
C 1.439 1.411 8.360
C 0.156 1.492 8.909
C -0.865 0.916 8.189
C -0.645 0.288 6.956
C 0.609 0.200 6.389
C 1.652 0.759 7.119
H 2.456 -1.076 2.259
H 2.266 -1.366 3.964
H 3.868 -1.573 3.214
H 3.708 3.436 2.512
H 4.190 2.976 5.205
H 4.857 0.415 6.225
H 3.571 -0.739 5.733
H -0.012 1.986 9.854
H -1.872 0.951 8.580
H -1.487 -0.137 6.427
H 0.751 -0.263 5.425
C -1.460 -4.340 -3.789
C 0.039 -4.502 -3.570
C 0.247 -5.391 -2.350
C 0.636 -5.194 -4.788
Sb 0.829 -2.412 -2.956
C 3.047 -2.841 -2.636
C 3.119 -3.162 -1.148
C 3.875 -1.596 -2.899
C 3.615 -3.994 -3.450
C 0.669 -1.221 -4.890
C 1.613 -0.033 -4.807
C 0.947 -2.016 -6.158
C -0.762 -0.700 -4.909
H -1.930 -5.316 -3.941
H -1.668 -3.733 -4.669
H -1.928 -3.867 -2.927
H -0.206 -6.373 -2.517
H -0.211 -4.953 -1.465
H 1.304 -5.546 -2.151
H 0.261 -6.222 -4.842
H 1.718 -5.241 -4.737
H 0.355 -4.697 -5.711
H 2.830 -2.288 -0.565
H 4.138 -3.432 -0.862
H 2.463 -3.990 -0.879
H 3.444 -0.718 -2.423
H 3.974 -1.411 -3.966
H 4.881 -1.736 -2.497
H 3.168 -4.943 -3.162
H 4.692 -4.074 -3.278
H 3.463 -3.834 -4.516
H 2.629 -0.322 -5.059
H 1.619 0.410 -3.812
H 1.302 0.740 -5.512
H 1.879 -2.574 -6.081
H 1.029 -1.338 -7.010
H 0.136 -2.711 -6.363
H -0.946 -0.044 -4.057
H -1.489 -1.511 -4.879
H -0.939 -0.124 -5.820
N -9.189 5.645 -3.289
C -8.124 5.202 -3.227
C -6.834 4.674 -3.138
C -6.147 4.715 -1.910
C -4.888 4.193 -1.800
C -4.250 3.572 -2.898
C -4.932 3.579 -4.136
C -6.191 4.111 -4.254
C -3.025 2.927 -2.710
C -2.008 2.276 -2.457
H -6.637 5.161 -1.051
H -4.358 4.230 -0.856
H -4.447 3.142 -4.999
H -6.710 4.096 -5.206

Atoms 1-6, force components in eV/Å:
-0.746 0.092 -0.226
0.143 -0.103 -0.069
-0.034 0.105 -0.013
0.047 -0.157 -0.009
-0.022 -0.027 -0.142
-0.431 -0.240 0.205

max |F| = 1.5 eV Å⁻¹
E = -2967.32840 Ha
relative energy (zero: lowest compared OMol25 entry of this formula, charge and spin) = 39.6 kcal per mole
HOMO energy = -2.40 eV
net charge = -2

Results of the Mulliken charge analysis, in e, for atoms 1 through 8:
1 Rb 1.5922
2 C -1.4254
3 N 1.0779
4 C -0.0099
5 C -0.5914
6 C -1.4911
7 N 0.3380
8 C 0.1368